Version A
C15H23N3O4 | wB97M-V/def2-TZVPD

```
45
C15H23N3O4 (wB97M-V/def2-TZVPD)
N -4.45766 0.44146 -1.23842
C -3.82569 -0.88112 -1.36321
C -3.29130 -1.30786 0.07155
C -1.82185 -1.28471 0.19699
C -0.90809 -2.55603 0.11189
C 0.55455 -2.29639 0.61385
N 0.88815 -1.87053 2.02616
C 1.39777 -1.52886 -0.43748
O 1.05036 -1.46519 -1.57768
N 2.35921 -0.79279 0.13171
C 3.11973 0.28065 -0.69500
C 2.97064 1.68700 0.00396
C 1.55001 2.11780 0.20709
C 0.80075 2.92680 -0.64861
C -0.54390 3.01984 -0.56484
C -1.18370 2.31513 0.47515
O -2.51545 2.27220 0.49227
C -0.44563 1.61348 1.37619
C 0.91342 1.50407 1.24480
C 4.56693 -0.04395 -0.77264
O 5.10756 -0.83031 -1.60679
O 5.25614 0.39099 0.24760
H -5.37511 0.32043 -0.95244
H -4.58573 0.78441 -2.17530
H -2.84009 -0.73069 -1.92851
H -4.40129 -1.62616 -1.88128
H -3.71053 -2.23419 0.51879
H -3.68120 -0.36465 0.69908
H -1.35486 -0.54874 -0.40304
H -1.81295 -1.02902 1.25540
H -0.90683 -3.01951 -0.94210
H -1.57109 -3.25065 0.68750
H 1.12381 -3.19162 0.74910
H 0.09543 -1.42093 2.50831
H 1.35028 -2.62048 2.55775
H 2.65266 -0.91297 1.10445
H 2.63404 0.39821 -1.76105
H 3.38253 1.63552 1.01500
H 3.68234 2.27481 -0.53093
H 1.29333 3.29407 -1.49475
H -1.13760 3.37915 -1.51859
H -2.91472 2.96315 0.01821
H -1.05560 1.08579 2.02796
H 1.43843 0.86904 2.10940
H 6.15282 0.23332 0.04252
```

Values from the calculation:
lowest unoccupied orbital energy	0.623	eV
molecular weight	309.4	g mol⁻¹
charge	0
E_HOMO	-0.3043	Ha

Version B
C15H23N3O4 | wB97M-V/def2-TZVPD

```
45
C15H23N3O4 (wB97M-V/def2-TZVPD)
C -6.82658 -0.07139 -0.36635
C -6.21171 -1.19590 0.45833
C -4.72610 -0.98068 0.74326
C -3.87009 -1.03075 -0.52498
N -2.45679 -0.90009 -0.23333
C -1.89351 0.32080 -0.15751
C -0.65418 0.83852 0.23372
N 0.50153 0.34532 0.72167
C 0.91111 -1.02626 0.50702
C 1.81788 -1.11143 -0.73052
N 2.92674 -0.19775 -0.58336
C 4.17576 -0.69011 -0.38578
O 4.45092 -1.86586 -0.44767
O 5.07542 0.28298 -0.14291
C 6.42532 -0.15975 0.00629
C 7.30730 1.06216 0.17941
C 2.53766 1.17567 -0.35352
C 1.62382 1.25066 0.87768
C -1.09171 2.22184 -0.02025
O -0.60547 3.31366 0.17360
C -2.39490 1.65305 -0.53729
O -3.39310 2.06606 -1.08130
H -6.42438 -0.05694 -1.37522
H -7.90413 -0.20159 -0.43323
H -6.62383 0.89223 0.09417
H -6.73671 -1.26383 1.41381
H -6.34665 -2.14810 -0.06049
H -4.37931 -1.75222 1.43798
H -4.58596 -0.00880 1.22157
H -4.14237 -0.21215 -1.18985
H -4.02272 -1.98195 -1.04344
H -2.05653 -1.64998 0.31468
H 0.03948 -1.66399 0.37220
H 1.46837 -1.36141 1.38788
H 2.22233 -2.11762 -0.84878
H 1.24449 -0.83612 -1.62312
H 6.71010 -0.73651 -0.88032
H 6.48751 -0.82326 0.87630
H 7.22560 1.70893 -0.68994
H 7.00367 1.62293 1.05934
H 8.34105 0.75060 0.29525
H 3.42732 1.78484 -0.20965
H 1.98980 1.53813 -1.23091
H 1.25092 2.26632 1.00616
H 2.18262 0.94972 1.76941
```

Values from the calculation:
lowest unoccupied orbital energy	0.484	eV
molecular weight	309.4	g mol⁻¹
charge	0
E_HOMO	-0.2894	Ha

Question: which arrangement is favored energetically? Ranking from most to least stable: version B, version A.

Version A
C6H9NO3S | wB97M-V/def2-TZVPD

```
20
C6H9NO3S (wB97M-V/def2-TZVPD)
C -3.02062 -0.10336 -0.43429
S -1.62085 1.03063 -0.96557
C -0.76583 1.20912 0.68064
C 0.63197 1.09772 0.56960
C 1.49059 0.24459 1.42619
O 2.24572 0.25463 2.32988
C 1.29250 -0.21911 0.00705
N 2.50483 -0.31257 -0.81593
C 0.37328 -1.36616 -0.20440
O -0.65376 -1.59233 0.40543
O 0.93114 -2.32864 -1.01166
H -2.81033 -0.28534 0.64510
H -2.92641 -0.90148 -1.07950
H -3.94457 0.42838 -0.60648
H -1.13889 2.10273 1.05761
H -1.10820 0.34781 1.32378
H 1.16889 2.08799 0.21838
H 3.17998 0.09830 -0.22313
H 2.53509 0.07767 -1.74184
H 1.63545 -1.87058 -1.58087
```

Values from the calculation:
lowest unoccupied orbital energy	0.069	eV
molecular weight	175.2	g mol⁻¹
charge	0
E_HOMO	-0.3203	Ha

Version B
C6H9NO3S | wB97M-V/def2-TZVPD

```
20
C6H9NO3S (wB97M-V/def2-TZVPD)
C 0.09283 1.42764 -3.05866
C 0.21069 1.02874 -1.61609
O 0.73220 1.66473 -0.74450
O -0.39684 -0.16481 -1.40380
N -0.31709 -0.64108 -0.07867
C -1.69896 -0.08639 0.68445
S -1.53133 -0.82737 2.31630
C 0.29075 -0.68691 2.49608
C 1.07437 -1.67290 1.62108
C 1.06030 -1.28100 0.17119
O 1.83548 -1.37185 -0.71578
H -0.61726 2.24861 -3.13702
H -0.24142 0.59019 -3.66186
H 1.05852 1.78637 -3.40342
H -1.61232 0.99350 0.69357
H -2.51820 -0.49607 0.11313
H 0.47885 -0.88765 3.54992
H 0.56466 0.34260 2.26721
H 2.10956 -1.74049 1.96351
H 0.62536 -2.66635 1.70324
```

Values from the calculation:
lowest unoccupied orbital energy	0.726	eV
molecular weight	175.2	g mol⁻¹
charge	0
E_HOMO	-0.3403	Ha

Version C
C6H9NO3S | wB97M-V/def2-TZVPD

```
20
C6H9NO3S (wB97M-V/def2-TZVPD)
C -0.44193 1.48569 -0.73350
C 0.86873 -0.83853 -0.83712
C -1.46016 1.55564 0.39096
C -1.50576 0.34038 1.23870
C -0.53161 -0.62655 -1.15661
C 2.47222 -1.51065 0.76225
N 0.48897 2.21581 -0.99763
O 1.79139 -0.48512 -1.53742
O -3.17469 -0.81048 -0.55733
O 1.10604 -1.38018 0.40200
S -1.90347 -1.15666 0.05716
H -1.31177 2.42597 0.88817
H -2.50654 1.83619 -0.10882
H -0.48626 0.17571 1.60870
H -2.39935 0.27917 1.86732
H -0.88489 -0.70871 -2.14423
H 3.22661 -1.45535 -0.16470
H 2.77865 -2.50905 1.29902
H 2.63959 -0.72510 1.37942
H 1.23423 1.89181 -1.65632
```

Values from the calculation:
lowest unoccupied orbital energy	0.313	eV
molecular weight	175.2	g mol⁻¹
charge	0
E_HOMO	-0.3266	Ha

Question: which arrangement is favored energetically? Ranking from most to least stable: version B, version A, version C.

Version A
CH3IO2 | wB97M-V/def2-TZVPD

```
7
CH3IO2 (wB97M-V/def2-TZVPD)
C 0.46390 -0.26987 -0.24603
O -0.01256 0.81670 0.49125
O 0.08242 -1.50397 0.27466
I 2.55023 0.12795 -0.01839
H 0.05387 -0.16703 -1.18382
H -1.03113 0.62928 0.90792
H 0.34452 -1.47496 1.19427
```

Values from the calculation:
lowest unoccupied orbital energy	0.499	eV
molecular weight	173.9	g mol⁻¹
charge	0
E_HOMO	-0.3510	Ha

Version B
CH3IO2 | wB97M-V/def2-TZVPD

```
7
CH3IO2 (wB97M-V/def2-TZVPD)
O -0.02839 1.04002 0.67278
C 0.46828 0.06932 -0.13039
O -0.42523 -0.11226 -1.21652
I 0.61211 -1.82387 0.99558
H -0.97537 0.96343 0.96503
H 1.69230 0.16958 -0.52387
H -1.34370 -0.30622 -0.76261
```

Values from the calculation:
lowest unoccupied orbital energy	0.289	eV
molecular weight	173.9	g mol⁻¹
charge	0
E_HOMO	-0.3502	Ha

Question: which arrangement is favored energetically? Ranking from most to least stable: version A, version B.

Version A
C8H13N3 | wB97M-V/def2-TZVPD

```
24
C8H13N3 (wB97M-V/def2-TZVPD)
C 18.40416 1.32714 1.69869
C 18.73268 0.64905 0.70736
C -13.87074 1.65418 -0.42671
C -13.92483 0.49576 -0.17092
C -13.40145 -2.91893 0.69452
C -13.16941 -1.65527 0.74822
C 14.64446 -0.60754 -1.96798
C 15.48356 -0.07814 -0.93210
N 16.08373 0.32159 -0.02270
N -13.73399 3.07493 -0.31204
N -14.02750 -0.77855 -0.05127
H 18.08678 1.96901 2.43991
H -12.82912 -3.75863 1.02838
H -14.37814 -3.27274 0.34286
H -12.21523 -1.22459 1.06386
H 14.96291 -1.68686 -2.11895
H 15.07951 0.06208 -2.73590
H 13.48465 -0.40001 -1.79145
H 18.82737 0.04456 -0.13390
H 16.96698 0.73602 0.37137
H -14.36065 3.60886 -1.00727
H -12.84154 3.39713 -0.55699
H -14.17437 3.52412 0.46868
H -14.74417 -1.33653 -0.62121
```

Values from the calculation:
lowest unoccupied orbital energy	-4.950	eV
molecular weight	151.2	g mol⁻¹
charge	+2
E_HOMO	-0.4767	Ha

Version B
C8H13N3 | wB97M-V/def2-TZVPD

```
24
C8H13N3 (wB97M-V/def2-TZVPD)
C -0.76813 -0.80115 0.01413
C -1.85095 -0.05656 0.34007
C 0.57047 1.04089 -0.27218
C -3.84093 1.35334 0.20745
C 0.37799 -3.04884 -0.24412
C 2.80548 1.31217 0.74714
C -0.92731 -2.32399 -0.06040
C 2.07827 1.39791 -0.57734
N 0.40573 -0.34415 -0.24708
N -2.84525 0.63545 0.24377
N -0.28517 1.91701 -0.21400
H -3.80489 2.37467 0.80607
H -4.79585 1.01460 -0.19529
H 0.37454 -3.69512 -1.18211
H 0.62069 -3.75938 0.64261
H 1.24032 -2.33350 -0.44657
H 3.92554 1.51078 0.64886
H 2.55218 0.44143 1.22737
H 2.76277 2.16645 1.52186
H -1.42917 -2.53783 0.80418
H -1.49018 -2.40471 -0.99305
H 2.50648 0.68616 -1.37625
H 1.88983 2.48962 -1.02310
H -0.07247 2.96474 -0.37203
```

Values from the calculation:
lowest unoccupied orbital energy (spin up / spin down)	-12.919 / -13.370	eV
molecular weight	151.2	g mol⁻¹
charge	+2
E_HOMO (spin up / spin down)	-0.6516 / -0.6503	Ha

Question: which arrangement is favored energetically? Ranking from most to least stable: version A, version B.